Entry 1:
{"formula": "C7H10", "method": "ωB97M-V/def2-TZVPD", "elements": ["C", "C", "C", "C", "C", "C", "C", "H", "H", "H", "H", "H", "H", "H", "H", "H", "H"], "coordinates": [[-1.06639, 0.38046, -1.60577], [-0.15492, 0.12833, -0.42478], [1.34787, 0.13348, -0.62531], [1.07456, -0.83345, 1.09391], [-0.04405, -0.16251, 1.74571], [-0.51754, 0.94068, 0.84564], [-0.14984, -1.16850, 0.38255], [-0.90104, 1.39131, -2.00002], [-0.87706, -0.33363, -2.41210], [-2.12196, 0.30932, -1.31559], [1.70131, 0.94615, -1.32286], [1.81593, -0.78221, -0.96351], [1.59773, -1.60445, 1.68505], [-0.16992, -0.11511, 2.84246], [-0.03661, 1.91436, 0.99981], [-1.60656, 1.04345, 0.91759], [-0.51306, -2.13395, 0.01588]], "lowdin_charge": [-0.04, -0.54, 0.04, -0.10, -0.14, -0.13, -0.11, 0.08, 0.08, 0.08, 0.09, 0.06, 0.13, 0.13, 0.12, 0.12, 0.14], "total_energy_ha": -272.5341, "lumo_energy_ev": 1.0, "e_above_lowest_ev": 5.005, "e_homo_ev": -8.236, "largest_force_ev_per_a": 1.61}



Entry 2:
{"formula": "C7H10BF4NPb", "method": "ωB97M-V/def2-TZVPD", "elements": ["C", "C", "C", "C", "C", "Pb", "N", "C", "C", "H", "H", "H", "H", "H", "H", "H", "H", "H", "H", "F", "B", "F", "F", "F"], "coordinates": [[-0.75142, -2.38914, -0.22958], [-0.70399, -2.00246, -1.60122], [-1.74284, -1.05862, -1.83468], [-2.45555, -0.86663, -0.60126], [-1.83931, -1.70419, 0.38835], [-0.18528, 1.00114, 0.00776], [1.06654, -0.20161, 1.38988], [3.06643, -0.01378, -0.27819], [2.46711, -0.19481, -1.46352], [-1.98977, -0.60383, -2.80107], [-0.01255, -2.40030, -2.34671], [-3.34588, -0.24641, -0.46018], [-2.18598, -1.83809, 1.41917], [-0.09699, -3.11819, 0.25743], [2.14015, -1.18825, -1.80665], [3.29273, -0.83797, 0.39294], [0.64755, -0.36502, 2.33478], [2.34689, 0.63175, -2.17317], [3.41447, 0.96928, 0.05111], [-1.59898, 2.84481, 0.90282], [-0.62548, 3.33093, 1.93156], [-0.78985, 2.51140, 3.05266], [0.69152, 3.06249, 1.34471], [-0.80951, 4.67749, 2.12305]], "lowdin_charge": [-0.11, -0.16, -0.16, -0.23, -0.16, 1.53, -0.09, -0.13, -0.14, 0.11, 0.09, 0.10, 0.11, 0.11, 0.05, 0.05, -0.04, 0.05, 0.07, -0.09, -1.19, 0.12, -0.03, 0.17], "total_energy_ha": -944.6375, "lumo_energy_ev": [-3.8, -3.6], "e_above_lowest_ev": 0.888, "e_homo_ev": [-8.837, -8.669], "largest_force_ev_per_a": 2.28}



Entry 3:
{"formula": "C7H10BrNO", "method": "ωB97M-V/def2-TZVPD", "elements": ["C", "C", "C", "C", "C", "O", "N", "C", "C", "Br", "H", "H", "H", "H", "H", "H", "H", "H", "H", "H"], "coordinates": [[0.15191, -0.72386, 1.38082], [0.04897, 0.04184, 0.04834], [1.37952, 0.74978, -0.12127], [-0.12932, -0.88906, -1.18496], [-1.12241, 1.00201, -0.01216], [-0.84158, 2.32670, -0.12620], [-2.02084, 3.05437, -0.15677], [-3.01081, 2.20378, -0.07361], [-2.56386, 0.85263, 0.00537], [-3.56335, -0.68274, 0.18322], [0.76024, -1.58795, 1.15774], [0.39656, -0.12654, 2.13268], [-0.83847, -1.29296, 1.51358], [2.26099, 0.12887, -0.09714], [1.44652, 1.29786, -1.08535], [1.46778, 1.77003, 0.45913], [0.69456, -1.44118, -1.16899], [-1.07443, -1.62786, -1.05825], [-0.31522, -0.36929, -2.15734], [-4.11708, 2.59847, -0.11334]], "lowdin_charge": [-0.02, -0.54, -0.07, -0.04, -0.21, -0.02, 0.05, -0.19, -0.67, 0.78, 0.09, 0.04, 0.10, 0.08, 0.09, 0.13, 0.02, 0.11, 0.11, 0.16], "total_energy_ha": -2976.6362, "lumo_energy_ev": 0.7, "e_above_lowest_ev": 0.995, "e_homo_ev": -9.018, "largest_force_ev_per_a": 7.19}



Entry 4:
{"formula": "C7H10ClN2S", "method": "ωB97M-V/def2-TZVPD", "elements": ["C", "C", "C", "C", "C", "C", "C", "N", "N", "S", "Cl", "H", "H", "H", "H", "H", "H", "H", "H", "H", "H"], "coordinates": [[0.16340, 0.68367, -2.27228], [1.15459, -0.01612, -2.73145], [0.94075, -0.20319, -0.35946], [-0.56874, 1.58560, -0.11982], [0.06105, -1.56877, 1.57048], [-1.65744, 2.47977, -0.56615], [0.49500, -2.38549, 2.73760], [0.02412, 0.70328, -0.89362], [0.98521, -1.03097, 0.74421], [2.09666, -0.76340, -1.53994], [-1.56227, -1.08169, 1.56979], [-0.69560, 1.01189, -2.84926], [1.48403, -0.01693, -3.75627], [-0.29873, 1.53566, 0.90890], [-2.10804, 2.28694, -1.62991], [-1.39300, 3.57857, -0.51734], [-2.44554, 2.68079, 0.21484], [-0.41417, -2.24354, 3.45947], [1.45617, -2.05361, 3.01348], [0.53243, -3.51408, 2.36437], [1.75013, -1.66837, 0.65236]], "lowdin_charge": [-0.14, -0.37, -0.49, -0.11, -0.72, -0.06, -0.08, -0.08, 0.02, 1.10, 0.81, 0.14, 0.10, 0.12, 0.12, 0.10, 0.10, 0.11, 0.06, 0.14, 0.12], "total_energy_ha": -1240.2310, "lumo_energy_ev": [-4.1, -4.2], "e_homo_ev": [-10.975, -10.734], "total_charge": 1, "largest_force_ev_per_a": 3.89}



Entry 5:
{"formula": "C7H10ClNO2", "method": "ωB97M-V/def2-TZVPD", "elements": ["O", "C", "O", "C", "N", "C", "Cl", "C", "C", "C", "C", "H", "H", "H", "H", "H", "H", "H", "H", "H", "H"], "coordinates": [[3.17225, 0.77008, 0.33261], [2.28381, 0.59388, -0.47305], [2.37977, 1.06003, -1.73379], [1.11932, -0.33150, -0.09623], [0.20994, -0.63174, -1.19230], [-1.02213, -0.09206, -0.67229], [-2.42903, 0.20648, -2.29805], [-1.66526, -0.96701, 0.44200], [-0.79685, -0.56227, 1.59846], [0.23196, 0.37756, 0.98182], [-0.62431, 1.14091, -0.01566], [1.87840, 0.72569, -2.42937], [1.60587, -1.25720, 0.35502], [0.14106, -1.56951, -1.47835], [-1.61819, -1.95960, 0.22674], [-2.70807, -0.72215, 0.53067], [-1.25382, -0.05642, 2.39739], [-0.47348, -1.40777, 2.08468], [0.91210, 0.98911, 1.66463], [-1.39260, 1.75320, 0.46218], [0.04927, 1.94030, -0.68710]], "lowdin_charge": [0.11, -0.47, 0.14, -0.20, 0.05, -0.55, 0.25, -0.12, -0.13, -0.22, -0.14, 0.08, 0.19, 0.11, 0.09, 0.11, 0.11, 0.09, 0.18, 0.13, 0.20], "total_energy_ha": -938.1166, "lumo_energy_ev": 0.2, "e_above_lowest_ev": 0.312, "e_homo_ev": -9.883, "largest_force_ev_per_a": 4.80}



Entry 6:
{"formula": "C7H10F2", "method": "ωB97M-V/def2-TZVPD", "elements": ["C", "C", "C", "C", "C", "C", "C", "F", "F", "H", "H", "H", "H", "H", "H", "H", "H", "H", "H"], "coordinates": [[-0.08050, -0.98930, 0.72712], [0.66070, -2.09672, 1.30330], [0.41713, 0.47613, 0.76503], [0.15641, -0.14246, -0.60046], [-0.36508, 1.58931, 1.35341], [1.31633, -0.54656, -1.47120], [-1.16855, 0.26913, -1.26563], [-0.17551, -2.86113, 1.98087], [1.72813, 0.76872, 0.99259], [-1.08331, -1.11682, 0.98944], [0.18400, 1.64239, 2.34129], [-1.48396, 1.39974, 1.66367], [-0.34273, 2.60981, 0.85783], [1.57666, -1.60232, -1.57177], [2.20329, -0.09943, -1.06488], [1.04456, -0.15152, -2.49674], [-2.07877, -0.31726, -0.88136], [-1.13832, -0.11238, -2.44595], [-1.37045, 1.28067, -1.17655]], "lowdin_charge": [-0.15, 0.01, -0.45, -0.36, -0.02, -0.03, -0.03, 0.01, 0.04, 0.10, 0.10, 0.13, 0.11, 0.09, 0.07, 0.09, 0.10, 0.14, 0.03], "total_energy_ha": -472.2741, "lumo_energy_ev": 0.2, "e_above_lowest_ev": 4.545, "e_homo_ev": -8.733, "largest_force_ev_per_a": 5.28}



Entry 7:
{"formula": "C7H10F2N4O", "method": "ωB97M-V/def2-TZVPD", "elements": ["N", "C", "O", "C", "N", "C", "C", "C", "N", "C", "N", "C", "F", "F", "H", "H", "H", "H", "H", "H", "H", "H", "H", "H"], "coordinates": [[-0.16268, 0.80359, 2.04269], [-0.51921, -0.31755, 1.40714], [-0.39883, -1.45413, 1.80430], [-1.01880, -0.05001, -0.01186], [-1.86286, 1.11952, -0.05780], [0.14425, 0.16164, -0.96778], [1.38380, -0.43726, -0.45360], [2.50985, 0.21618, -0.07594], [3.43736, -0.67429, 0.31322], [2.87513, -1.83212, 0.32580], [1.62272, -1.75618, -0.09772], [-1.91891, -1.21567, -0.57010], [-3.00092, -1.53852, 0.21885], [-1.33588, -2.42005, -0.62726], [-0.37704, 1.61198, 1.48439], [0.65662, 0.79869, 2.66390], [-2.22374, 1.25067, -0.93457], [-2.78915, 1.08195, 0.53317], [0.25842, 1.18968, -0.94508], [0.03211, -0.23130, -1.90013], [2.60315, 1.22808, -0.11855], [3.18950, -2.84008, 0.42771], [1.04633, -2.51794, -0.19879], [-2.32357, -0.86665, -1.45577]], "lowdin_charge": [0.20, -0.51, 0.09, -0.38, 0.08, -0.04, -0.24, -0.12, 0.07, -0.21, 0.13, -0.32, 0.05, 0.09, 0.09, 0.14, 0.04, 0.16, 0.11, 0.11, 0.08, 0.12, 0.12, 0.13], "total_energy_ha": -766.7208, "lumo_energy_ev": 0.6, "e_above_lowest_ev": 0.000, "e_homo_ev": -8.773, "largest_force_ev_per_a": 4.43}



Entry 8:
{"formula": "C7H10F3N2", "method": "ωB97M-V/def2-TZVPD", "elements": ["C", "C", "C", "N", "C", "C", "N", "C", "C", "F", "F", "F", "H", "H", "H", "H", "H", "H", "H", "H", "H", "H"], "coordinates": [[-1.85678, -2.00529, 1.22735], [-1.38699, -0.73297, 0.61271], [-0.08730, -0.22508, 0.63047], [0.02358, 0.88919, -0.24492], [0.77321, 0.55386, -1.47870], [0.80374, 2.00081, 0.49290], [-1.20546, 1.33953, -0.69936], [-2.23650, 0.13395, -0.03937], [-3.70107, 0.30402, -0.15416], [-4.25963, -0.63556, -0.88042], [-4.05252, 0.14298, 1.18039], [-4.07216, 1.50362, -0.58710], [-2.04548, -2.05866, 2.37599], [-1.05625, -2.70873, 0.97352], [-2.69706, -2.33619, 0.68745], [0.69423, -0.68131, 1.22608], [0.98618, 1.54096, -1.96047], [1.65129, -0.03775, -1.22296], [0.16057, -0.08094, -2.16118], [0.66441, 3.01741, -0.06164], [0.63908, 2.12597, 1.56620], [1.83092, 1.79139, 0.30195]], "lowdin_charge": [0.00, -0.21, 0.04, -0.43, 0.02, 0.06, 0.24, 0.12, -0.59, 0.21, 0.13, 0.20, 0.15, 0.10, 0.07, 0.17, 0.13, 0.11, 0.13, 0.15, 0.12, 0.09], "total_energy_ha": -681.4132, "lumo_energy_ev": [-5.7, -5.8], "e_above_lowest_ev": 1.917, "e_homo_ev": [-13.848, -14.741], "total_charge": 1, "largest_force_ev_per_a": 8.90}



Entry 9:
{"formula": "C7H10F3N4O", "method": "ωB97M-V/def2-TZVPD", "elements": ["C", "C", "C", "C", "C", "C", "C", "N", "N", "N", "N", "O", "F", "F", "F", "H", "H", "H", "H", "H", "H", "H", "H", "H", "H"], "coordinates": [[0.83620, 1.64021, 1.26081], [-2.19114, 1.68024, -0.64049], [1.80786, 0.61182, 0.83620], [-0.89457, 1.11280, -0.46537], [1.17233, -0.72523, 0.35602], [0.10401, -1.39228, 1.12666], [2.82424, 1.24054, -0.20859], [-0.32811, 1.76645, 0.56557], [-2.38718, 2.46943, 0.41024], [1.59261, -1.17717, -0.83164], [-2.90954, 1.54109, -1.75114], [-1.24705, 2.56942, 1.11002], [3.82082, 0.35437, -0.54014], [2.20035, 1.52693, -1.35001], [3.30802, 2.39614, 0.19408], [0.72271, 1.80736, 2.30019], [2.47641, 0.16737, 1.57642], [-0.43576, 0.29130, -0.97054], [-0.80154, -1.15274, 0.66360], [-0.17617, -0.95778, 2.14079], [0.35844, -2.38733, 1.01274], [1.34844, -2.14497, -0.98113], [2.01813, -0.60860, -1.54412], [-2.74683, 0.61848, -2.18972], [-3.74091, 2.01973, -1.74142]], "lowdin_charge": [-0.04, -0.37, -0.12, 0.01, -0.18, 0.04, -0.58, -0.08, 0.12, 0.26, 0.18, 0.04, 0.12, 0.15, 0.20, 0.12, 0.18, 0.11, 0.08, 0.16, 0.09, 0.15, 0.13, 0.14, 0.09], "total_energy_ha": -866.1668, "lumo_energy_ev": [-5.0, -5.0], "e_above_lowest_ev": 4.631, "e_homo_ev": [-11.282, -11.282], "total_charge": 1, "largest_force_ev_per_a": 3.70}



Entry 10:
{"formula": "C7H10F3NO2", "method": "ωB97M-V/def2-TZVPD", "elements": ["C", "C", "C", "C", "C", "C", "C", "N", "O", "O", "F", "F", "F", "H", "H", "H", "H", "H", "H", "H", "H", "H", "H"], "coordinates": [[3.62332, -0.83877, -0.66022], [2.94315, -0.45352, 0.50965], [0.47442, -0.24166, -0.42709], [-3.15105, 0.04050, -0.31175], [-1.75066, 0.07267, -0.92079], [1.53693, -0.09897, 0.62423], [0.76235, -2.89396, 0.39330], [1.31247, 0.31837, 1.89747], [0.66526, -0.52529, -1.58471], [-0.77197, 0.06571, 0.09711], [1.40382, -3.07382, -0.73072], [-0.51991, -3.23140, 0.33965], [1.38781, -3.46720, 1.45367], [4.68046, -1.03895, -0.42177], [3.17069, -1.16535, -1.57598], [3.43365, -0.19559, 1.38104], [-3.95323, 0.10867, -1.10349], [-3.22387, -0.83207, 0.39423], [-3.33268, 0.96337, 0.32474], [-1.58554, 0.74845, -1.71991], [-1.74208, -1.00105, -1.43765], [0.35406, 0.50973, 2.26233], [2.16626, 0.27367, 2.57113]], "lowdin_charge": [0.06, -0.12, -0.46, -0.09, -0.27, -0.23, -0.42, 0.10, 0.09, -0.03, 0.15, 0.14, 0.10, 0.06, 0.05, 0.06, 0.09, 0.09, 0.08, 0.11, 0.16, 0.13, 0.15], "total_energy_ha": -777.4235, "lumo_energy_ev": [-0.1, -0.2], "e_above_lowest_ev": 0.000, "e_homo_ev": [-6.986, -9.141], "largest_force_ev_per_a": 5.88}



Entry 11:
{"formula": "C7H10F3O4S", "method": "ωB97M-V/def2-TZVPD", "elements": ["C", "C", "C", "C", "C", "C", "C", "O", "O", "O", "O", "F", "F", "F", "S", "H", "H", "H", "H", "H", "H", "H", "H", "H", "H"], "coordinates": [[-2.20758, -0.76226, -1.50423], [-0.34558, 1.23456, -2.43644], [0.40888, 1.05313, -0.18083], [1.51464, -0.31548, -1.91079], [-0.81189, -0.92229, -1.14685], [0.15607, 0.24445, -1.39486], [-0.46807, -0.25930, 4.13657], [-3.35853, -0.50616, -1.30044], [-1.48525, -1.43076, -2.40589], [0.77960, -1.67786, 2.07148], [2.19658, -0.30149, 3.65485], [-0.34664, 0.75699, 4.97303], [-1.26747, 0.20613, 3.16968], [-1.12617, -1.19439, 4.89984], [1.18546, -1.37240, 3.48825], [-0.32374, 0.83214, -3.43921], [-1.30687, 1.73818, -2.31708], [0.28849, 2.08929, -2.58100], [-0.17450, 1.97378, -0.06983], [1.39747, 1.29819, 0.14112], [0.06378, 0.49747, 0.71517], [1.89748, -0.98496, -1.12849], [1.44242, -0.87530, -2.83005], [2.30284, 0.35629, -2.11876], [-0.41141, -1.67793, -0.48524]], "lowdin_charge": [-0.45, -0.07, -0.06, -0.03, -0.04, -0.53, -0.68, 0.13, 0.11, -0.58, -0.57, 0.08, 0.07, -0.01, 0.74, 0.08, 0.09, 0.08, 0.09, 0.09, 0.08, 0.10, 0.08, 0.07, 0.15], "total_energy_ha": -1271.4828, "lumo_energy_ev": 3.0, "e_homo_ev": -4.399, "total_charge": -1, "largest_force_ev_per_a": 3.99}



Entry 12:
{"formula": "C7H10GaN2O3", "method": "ωB97M-V/def2-TZVPD", "elements": ["C", "C", "C", "C", "C", "Ga", "N", "C", "C", "H", "H", "H", "H", "H", "H", "H", "H", "H", "H", "O", "N", "O", "O"], "coordinates": [[-0.42284, 1.29180, -2.17036], [0.97722, 1.43166, -1.93328], [1.15148, 2.00473, -0.64945], [-0.13895, 2.14910, -0.03916], [-1.11429, 1.77500, -1.02990], [-0.14411, -0.43172, 0.97164], [-1.41011, -1.46673, -0.16882], [-0.45011, -2.55613, -0.45003], [0.83287, -1.78171, -0.19843], [2.10329, 2.27079, -0.19701], [1.75879, 1.08229, -2.59931], [-0.34817, 2.65703, 0.89965], [-2.19223, 1.86611, -0.92994], [-0.86466, 0.81821, -3.04202], [1.24955, -1.43722, -1.14917], [-0.60459, -3.31531, 0.32436], [-2.15530, -1.93131, 0.35579], [1.58948, -2.34800, 0.34256], [-0.48234, -3.00231, -1.45356], [-0.14173, -1.01210, 3.31832], [0.14336, 0.21433, 3.36475], [-0.09181, 0.97639, 4.28412], [0.75516, 0.74512, 2.14925]], "lowdin_charge": [-0.20, -0.20, -0.21, -0.25, -0.21, 0.69, -0.12, -0.42, -0.22, 0.07, 0.06, 0.07, 0.07, 0.07, 0.04, 0.08, 0.00, 0.02, 0.09, -0.01, -0.43, 0.09, -0.10], "total_energy_ha": -2532.5887, "lumo_energy_ev": 2.7, "e_above_lowest_ev": 0.685, "e_homo_ev": -3.256, "total_charge": -1, "largest_force_ev_per_a": 4.61}